one) A molecular structure, C30H71N9O12SZn, computed with wB97M-V/def2-TZVPD.

Computed properties:
HOMO   -7.97 eV
HOMO-LUMO gap   7.86 eV
Total charge   0

XYZ file:
```
124
Properties=species:S:1:pos:R:3:lowdin_charge:R:1
Zn 0.228 -0.659 -1.721 0.57
S -0.567 -2.180 0.134 0.30
O -1.984 -2.461 0.463 -0.34
O -0.353 -2.428 -1.303 -0.37
O -0.232 -0.729 0.109 -0.38
O 0.306 -2.909 1.027 -0.35
C -3.255 4.761 4.468 -0.08
C -2.054 3.888 3.992 -0.30
N -2.225 2.566 4.416 -0.22
C -2.233 2.437 5.910 -0.21
C -2.700 1.037 6.435 -0.07
C -1.255 1.709 3.785 -0.22
C -1.710 1.534 2.283 -0.05
H -4.133 4.239 4.087 0.08
H -3.250 5.750 4.010 0.06
H -3.325 5.079 5.508 0.06
H -2.071 4.024 2.911 0.10
H -1.114 4.356 4.286 0.11
H -1.289 2.825 6.293 0.11
H -2.880 3.169 6.393 0.09
H -3.400 1.056 7.270 0.06
H -2.944 0.311 5.660 0.07
H -1.788 0.677 6.912 0.06
H -1.205 0.762 4.322 0.10
H -0.262 2.152 3.861 0.10
H -1.419 0.556 1.898 0.05
H -1.380 2.407 1.721 0.03
H -2.799 1.569 2.244 0.07
C 0.416 3.432 -2.195 0.02
C 1.445 2.397 -2.366 -0.48
O 1.088 1.208 -2.317 0.01
N 2.736 2.819 -2.447 0.03
C 3.858 1.974 -2.599 -0.07
H 0.293 3.968 -3.137 0.10
H 0.779 4.129 -1.440 0.05
H -0.553 3.068 -1.853 0.08
H 2.810 3.791 -2.182 0.15
H 3.741 0.897 -2.721 0.07
H 4.375 2.008 -1.640 0.09
H 4.489 2.369 -3.395 0.09
C 0.983 -5.730 -2.480 0.00
C 2.137 -6.511 -1.911 -0.56
O 2.975 -6.959 -2.682 0.03
N 2.087 -6.769 -0.574 0.01
C 3.038 -7.682 0.158 -0.05
H 1.279 -4.714 -2.741 0.06
H 0.211 -5.594 -1.722 0.08
H 0.525 -6.083 -3.404 0.09
H 1.199 -6.540 -0.152 0.12
H 2.920 -7.578 1.237 0.08
H 4.026 -7.358 -0.169 0.07
H 3.020 -8.695 -0.243 0.08
C 2.079 -0.512 2.275 0.01
C 1.468 -0.841 3.643 -0.53
O 1.700 -0.108 4.632 -0.02
N 0.573 -1.836 3.665 0.02
C 0.035 -2.450 4.883 -0.05
H 3.155 -0.412 2.420 0.08
H 1.672 0.403 1.844 0.07
H 1.947 -1.327 1.564 0.03
H 0.341 -2.155 2.735 0.07
H -0.537 -1.786 5.533 0.07
H 0.840 -2.990 5.381 0.08
H -0.593 -3.269 4.533 0.08
C 0.679 -2.884 -5.145 0.03
C 1.198 -1.465 -4.814 -0.46
O 0.767 -0.991 -3.768 0.01
N 1.838 -0.758 -5.788 0.03
C 2.162 0.710 -5.793 -0.02
H -0.373 -2.838 -5.425 0.09
H 0.981 -3.637 -4.416 0.06
H 1.236 -3.353 -5.957 0.07
H 2.050 -1.255 -6.641 0.13
H 1.693 1.260 -4.977 0.07
H 1.698 1.063 -6.714 0.08
H 3.250 0.764 -5.757 0.08
C 4.518 -1.368 -1.418 0.02
C 3.159 -1.829 -0.983 -0.50
O 2.175 -1.201 -1.414 -0.01
N 2.991 -2.812 -0.174 0.06
C 4.018 -3.672 0.351 -0.03
H 5.461 -1.734 -1.011 0.08
H 4.610 -0.299 -1.226 0.07
H 4.572 -1.409 -2.506 0.09
H 2.070 -2.913 0.229 0.10
H 3.625 -4.688 0.308 0.07
H 4.023 -3.449 1.418 0.10
H 4.950 -3.685 -0.214 0.09
C 1.744 7.433 1.868 0.00
C 1.462 6.096 1.084 -0.52
O 1.368 6.173 -0.140 0.01
N 1.313 4.943 1.773 0.00
C 1.219 3.645 1.093 -0.03
H 0.807 7.807 2.280 0.07
H 2.093 8.226 1.207 0.08
H 2.228 7.407 2.845 0.07
H 1.622 4.983 2.734 0.13
H 0.268 3.614 0.561 0.08
H 1.556 2.889 1.802 0.09
H 1.996 3.854 0.358 0.07
C -5.674 -0.805 0.946 0.00
C -5.639 -1.349 -0.507 -0.53
O -6.639 -1.033 -1.182 -0.02
N -4.494 -1.865 -0.954 0.04
C -4.213 -2.144 -2.337 -0.06
H -6.384 -1.368 1.551 0.08
H -5.944 0.251 0.947 0.08
H -4.710 -0.905 1.446 0.06
H -3.785 -1.820 -0.236 0.08
H -5.000 -2.583 -2.950 0.09
H -3.348 -2.792 -2.481 0.09
H -3.944 -1.250 -2.898 0.06
C -3.146 1.701 -1.073 0.05
C -2.445 1.007 -2.225 -0.53
O -1.452 0.352 -2.028 0.02
N -2.824 1.145 -3.473 0.03
C -2.300 0.487 -4.650 -0.04
H -4.185 1.782 -1.391 0.09
H -2.671 2.584 -0.644 0.08
H -3.150 1.040 -0.206 0.08
H -3.623 1.705 -3.734 0.15
H -3.224 0.234 -5.170 0.09
H -1.586 -0.335 -4.588 0.08
H -1.912 1.273 -5.299 0.09
```


two) A molecular structure, C30H71N9O12SZn, computed with wB97M-V/def2-TZVPD.

Computed properties:
HOMO   -8.47 eV
HOMO-LUMO gap   3.09 eV
Total charge   0

XYZ file:
```
124
Properties=species:S:1:pos:R:3:lowdin_charge:R:1
Zn -0.222 2.273 -1.790 0.83
S 0.574 -1.271 -0.113 0.14
O 0.201 0.029 0.418 -0.20
O 1.856 -1.730 0.331 -0.26
O -0.493 -2.240 0.218 -0.28
O 0.660 -0.876 -1.476 -0.22
C -1.794 3.773 6.248 -0.07
C -1.315 3.602 7.729 -0.26
N -1.112 4.859 8.459 -0.17
C 0.166 5.526 7.995 -0.23
C 0.172 7.046 8.383 -0.08
C -0.998 4.591 9.927 -0.26
C -2.414 4.462 10.494 -0.10
H -2.717 4.352 6.213 0.07
H -1.925 2.784 5.808 0.07
H -1.056 4.368 5.711 0.05
H -2.065 3.029 8.275 0.10
H -0.391 3.026 7.792 0.11
H 1.041 5.007 8.387 0.11
H 0.257 5.516 6.909 0.09
H 1.096 7.600 8.215 0.06
H -0.592 7.596 7.834 0.07
H -0.033 7.068 9.453 0.05
H -0.505 5.391 10.479 0.10
H -0.525 3.656 10.226 0.11
H -2.398 4.136 11.534 0.07
H -3.008 3.695 9.997 0.06
H -2.989 5.384 10.410 0.07
C -2.670 -2.999 5.060 -0.01
C -3.900 -2.233 4.806 -0.60
O -4.571 -1.928 5.791 0.03
N -4.077 -1.903 3.525 0.00
C -5.281 -1.278 3.051 -0.06
H -2.808 -3.575 5.975 0.09
H -1.892 -2.276 5.302 0.09
H -2.456 -3.575 4.159 0.08
H -3.313 -2.182 2.927 0.14
H -5.938 -1.054 3.892 0.09
H -5.799 -1.943 2.360 0.08
H -5.029 -0.352 2.536 0.08
C 0.479 3.055 -7.905 0.00
C -0.517 3.718 -6.934 -0.53
O -0.439 3.460 -5.720 -0.02
N -1.343 4.669 -7.376 -0.01
C -2.344 5.375 -6.609 -0.07
H 1.212 2.377 -7.468 0.08
H 0.955 3.857 -8.469 0.07
H -0.099 2.457 -8.610 0.08
H -1.411 4.741 -8.381 0.14
H -2.638 6.310 -7.085 0.08
H -1.980 5.676 -5.626 0.09
H -3.247 4.768 -6.540 0.09
C -1.149 -7.022 -1.635 -0.01
C -0.576 -7.811 -0.571 -0.61
O -0.262 -8.991 -0.704 0.03
N -0.347 -7.133 0.553 0.01
C 0.351 -7.601 1.756 -0.05
H -2.175 -7.360 -1.775 0.10
H -0.605 -7.229 -2.557 0.10
H -1.184 -5.958 -1.400 0.08
H -0.583 -6.153 0.490 0.13
H -0.262 -7.508 2.652 0.08
H 1.204 -6.937 1.893 0.08
H 0.753 -8.605 1.617 0.09
C 4.671 -4.182 -3.025 -0.02
C 5.955 -4.395 -2.327 -0.54
O 6.971 -4.945 -2.860 -0.01
N 5.925 -3.922 -1.060 0.01
C 7.139 -3.572 -0.290 -0.06
H 4.556 -3.098 -3.026 0.09
H 3.845 -4.728 -2.571 0.09
H 4.722 -4.439 -4.083 0.08
H 5.067 -3.457 -0.800 0.13
H 7.400 -2.515 -0.352 0.07
H 8.022 -4.099 -0.650 0.08
H 7.052 -3.749 0.782 0.07
C 4.257 1.770 3.853 -0.01
C 4.386 0.678 4.886 -0.56
O 4.954 0.948 5.935 0.04
N 3.851 -0.535 4.575 0.00
C 3.880 -1.601 5.554 -0.08
H 4.082 2.765 4.262 0.08
H 3.507 1.603 3.080 0.07
H 5.224 1.802 3.351 0.08
H 3.490 -0.697 3.645 0.13
H 3.252 -1.380 6.417 0.08
H 4.888 -1.747 5.942 0.08
H 3.512 -2.502 5.063 0.08
C -6.323 0.633 -3.506 0.00
C -5.081 0.016 -2.891 -0.60
O -4.135 0.702 -2.561 0.01
N -5.063 -1.246 -2.520 0.03
C -6.114 -2.202 -2.999 -0.06
H -7.265 0.328 -3.050 0.08
H -6.389 0.310 -4.545 0.08
H -6.247 1.715 -3.398 0.08
H -4.197 -1.543 -2.094 0.14
H -7.104 -1.958 -2.611 0.07
H -5.870 -3.242 -2.787 0.08
H -6.210 -2.129 -4.083 0.08
C -1.322 -2.778 -7.338 -0.01
C -2.250 -2.343 -8.460 -0.53
O -2.915 -1.277 -8.396 0.00
N -2.260 -3.264 -9.445 -0.01
C -2.927 -3.088 -10.719 -0.08
H -1.553 -3.812 -7.081 0.07
H -1.640 -2.159 -6.499 0.08
H -0.259 -2.757 -7.580 0.08
H -1.815 -4.169 -9.401 0.14
H -3.549 -3.965 -10.899 0.08
H -2.177 -3.009 -11.505 0.08
H -3.589 -2.227 -10.812 0.09
C 5.410 2.479 -2.460 -0.01
C 4.665 3.709 -2.768 -0.62
O 3.564 3.844 -2.277 0.02
N 5.249 4.584 -3.564 0.00
C 4.701 5.861 -3.963 -0.06
H 5.558 1.947 -3.399 0.09
H 4.927 1.976 -1.622 0.09
H 6.368 2.733 -2.006 0.08
H 6.135 4.343 -3.986 0.14
H 5.158 6.262 -4.868 0.09
H 4.739 6.525 -3.100 0.09
H 3.642 5.694 -4.158 0.08
```


Stability check: which of them is most stable? one).


one) A single C2H3ClS molecule, computed with wB97M-V/def2-TZVPD.

Computed properties:
HOMO   -9.45 eV
HOMO-LUMO gap   9.76 eV
SMILES   C=C(S)Cl
Total charge   0

XYZ file:
```
7
Properties=species:S:1:pos:R:3:lowdin_charge:R:1
C 0.874 0.249 -0.519 -0.11
C -0.028 -0.304 0.307 -0.98
S -1.928 -0.110 0.861 0.64
Cl 0.490 -1.794 1.114 0.51
H 1.724 -0.276 -0.836 0.03
H 0.592 1.255 -1.061 0.10
H -1.723 0.980 0.134 -0.18
```


two) A molecular structure, C2H3ClS, computed with wB97M-V/def2-TZVPD.

Computed properties:
HOMO (alpha / beta)   -8.27 / -8.27 eV
HOMO-LUMO gap (alpha / beta)   6.62 / 6.62 eV
Total charge   0

XYZ file:
```
7
Properties=species:S:1:pos:R:3:lowdin_charge:R:1
C -0.371 -0.326 -0.580 -0.93
C 0.180 0.372 0.593 -0.21
S 1.135 -1.599 -1.974 0.02
Cl -1.901 -0.246 -0.862 0.86
H 0.752 -0.230 1.264 0.07
H 0.840 1.231 0.308 0.11
H -0.634 0.798 1.250 0.08
```


three) A single C2H3ClS molecule, computed with wB97M-V/def2-TZVPD.

Computed properties:
HOMO (alpha / beta)   -8.56 / -8.48 eV
HOMO-LUMO gap (alpha / beta)   7.17 / 6.83 eV
SMILES   CC(=S)Cl
Total charge   0

XYZ file:
```
7
Properties=species:S:1:pos:R:3:lowdin_charge:R:1
C 0.456 0.417 -0.450 -0.19
C -0.644 -0.332 0.260 -0.99
S -0.014 -1.517 1.981 0.19
Cl -2.223 -0.269 -0.089 0.75
H 1.100 -0.088 -1.196 0.10
H 0.015 1.401 -0.732 0.09
H 1.311 0.388 0.226 0.06
```


Stability check: which of them is most stable? one).


one) 4 unconnected molecules or ions with the total composition C2H10O4, computed with wB97M-V/def2-TZVPD.

Computed properties:
HOMO   -10.31 eV
HOMO-LUMO gap   10.86 eV
SMILES   CC=O.O.O.O
Total charge   0

XYZ file:
```
16
Properties=species:S:1:pos:R:3:lowdin_charge:R:1
C -0.474 -1.193 1.473 -0.03
C -1.796 -0.513 1.070 -0.20
O -2.142 0.203 0.086 -0.01
H -0.115 -0.408 2.225 0.12
H 0.300 -1.132 0.602 0.09
H -0.540 -2.087 2.025 0.05
H -2.421 -0.529 1.906 0.09
O -0.987 1.369 -2.043 -0.08
H -1.424 0.879 -1.313 0.00
H -1.246 1.323 -2.982 0.08
O 1.487 0.901 -1.149 -0.08
H 1.782 1.594 -1.697 0.03
H 0.480 0.871 -1.407 0.06
O 2.407 -0.406 0.768 -0.06
H 2.728 -1.082 0.212 0.01
H 1.963 0.209 0.224 -0.07
```


two) 4 unconnected molecules or ions with the total composition C2H10O4, computed with wB97M-V/def2-TZVPD.

Computed properties:
HOMO   -10.51 eV
HOMO-LUMO gap   11.18 eV
SMILES   CC=O.O.O.O
Total charge   0

XYZ file:
```
16
Properties=species:S:1:pos:R:3:lowdin_charge:R:1
C -0.476 1.343 2.724 -0.03
C 0.601 1.614 1.715 -0.32
O 0.457 1.667 0.559 0.06
H -1.406 1.087 2.270 0.07
H 0.016 0.575 3.298 0.07
H -0.720 2.289 3.353 0.12
H 1.626 1.590 2.052 0.12
O -1.050 1.827 -1.813 -0.12
H -0.536 2.097 -0.974 0.03
H -1.956 2.222 -1.699 0.05
O 0.370 -1.326 -0.972 -0.02
H 0.119 -1.431 -1.861 0.02
H -0.148 -0.558 -0.792 0.00
O 0.384 -4.365 -1.368 -0.03
H 0.396 -4.521 -2.344 0.07
H 0.566 -3.511 -1.186 -0.08
```


Stability check: which of them is most stable? two).